This record from the OMol25 dataset describes a molecular structure, C38H48AlF8O25. The level of theory is ωB97M-V/def2-TZVPD.

Structure (XYZ):
```
120
Properties=species:S:1:pos:R:3:forces:R:3
C 0.618265 -1.644545 2.126278 0.2 -0.2 -0.5
C 0.691118 -1.017614 0.715273 -0.8 0.6 0.7
C -0.686067 -0.459874 0.270755 0.7 -0.4 -0.7
C -1.453338 -1.335057 -0.745151 -0.6 0.1 0.5
Al -3.294853 -1.973456 -0.206967 -0.1 -0.1 -0.5
C -3.236973 -3.264236 1.376671 0.4 0.3 0.0
O -3.149168 -2.635227 2.684205 -0.2 0.0 -0.1
C -2.645849 -3.478740 3.682370 0.0 -0.1 0.1
C -4.635170 -0.442115 0.107931 0.9 0.1 0.3
C -3.914133 0.651100 0.801771 -0.2 0.0 0.1
C -3.738969 0.588068 2.195601 0.2 0.4 0.2
C -3.010952 1.541268 2.885648 0.1 0.1 -0.5
C -2.413115 2.611364 2.212211 -0.4 0.0 -0.1
C -1.587436 3.586567 3.002717 0.4 -0.3 0.0
C -2.607979 2.702046 0.838486 0.0 -0.2 -0.1
C -3.341041 1.740807 0.138127 0.1 0.0 0.6
H 1.164164 -1.033597 2.836517 0.2 0.0 0.2
H -0.407168 -1.707549 2.479471 -0.2 -0.1 0.0
H 1.026395 -2.654736 2.124399 0.1 -0.1 0.2
H 1.345071 -0.155031 0.780880 0.3 -0.1 -0.1
H 1.104642 -1.701874 -0.019365 0.0 -0.1 -0.1
H -1.249406 -0.261621 1.177363 -0.2 0.1 0.1
H -0.499850 0.504399 -0.199287 -0.1 0.3 0.1
H -1.586159 -0.768660 -1.669551 0.0 0.0 -0.2
H -0.876850 -2.218599 -1.026355 0.2 -0.1 0.0
H -3.877902 -2.864188 -1.457106 0.0 -0.2 0.0
H -2.326814 -3.865796 1.249289 0.1 -0.1 -0.1
H -4.055347 -3.996129 1.384714 0.0 -0.1 0.1
H -3.100200 -3.222702 4.641026 -0.1 0.1 0.1
H -2.866358 -4.527029 3.471647 -0.1 -0.1 0.0
H -1.561454 -3.386426 3.795107 0.1 0.0 -0.1
H -5.373728 -0.859925 0.779219 -0.3 0.0 -0.1
H -5.072147 -0.103782 -0.826005 -0.2 -0.1 -0.1
H -4.154350 -0.237320 2.752963 -0.1 -0.2 0.0
H -2.871509 1.469286 3.955081 0.0 -0.1 0.2
H -0.724684 3.041180 3.392933 0.2 0.1 0.2
H -1.191102 4.407534 2.412223 -0.1 0.1 -0.2
H -2.126557 3.988421 3.856344 -0.2 0.1 0.1
H -2.159940 3.517966 0.285602 0.0 0.1 0.0
H -3.454870 1.824005 -0.931536 0.0 0.0 -0.2
C -6.198339 -3.239010 2.820960 0.1 0.0 0.2
C -7.227337 -2.131695 2.823893 0.2 -0.2 -0.2
O -8.442607 -2.839560 3.035749 0.1 0.1 0.2
C -8.138575 -3.974378 3.724417 0.2 -0.1 -0.1
O -8.935970 -4.661057 4.274577 -0.1 0.0 0.0
O -6.808318 -4.200285 3.703546 -0.2 0.1 0.0
F -7.267392 -1.492215 1.637283 -0.4 0.0 0.0
H -6.086356 -3.671604 1.826940 -0.1 0.1 0.0
H -5.221458 -2.930187 3.187315 0.0 -0.1 0.1
H -7.098060 -1.396392 3.620223 0.0 0.1 -0.1
C -3.234800 8.282390 1.323545 0.0 0.2 0.0
C -2.457418 7.125739 1.909335 -0.2 -0.2 0.0
O -2.491673 6.174921 0.862704 0.2 0.3 0.0
C -2.598796 6.860922 -0.312223 -0.1 -0.1 -0.1
O -2.401170 6.406766 -1.384573 0.0 0.0 0.0
O -2.954262 8.151902 -0.071183 0.0 0.0 0.1
F -3.063156 6.615753 3.007688 0.0 0.0 0.0
H -4.305321 8.165465 1.497308 0.0 -0.1 0.1
H -2.909752 9.252223 1.691491 0.1 0.0 -0.2
H -1.418219 7.356419 2.152649 0.0 -0.1 0.1
C 4.579552 1.272078 0.254769 -0.1 -0.2 -0.4
C 5.707985 1.463715 1.238101 -0.1 0.3 0.0
O 5.016265 1.622745 2.461658 0.1 -0.3 0.0
C 3.830418 0.951044 2.352437 -0.2 0.1 0.0
O 3.134918 0.682122 3.272458 0.0 0.1 0.1
O 3.577926 0.640428 1.061876 0.4 0.2 0.2
F 6.432165 2.581253 0.985081 0.0 0.0 0.1
H 4.199398 2.224601 -0.115905 0.1 0.1 0.1
H 4.849068 0.642106 -0.589069 -0.1 -0.1 0.1
H 6.388949 0.614166 1.318011 0.1 0.1 0.0
C 7.907886 -2.822700 -1.464129 0.2 -0.1 0.0
C 6.617963 -2.696269 -2.239734 -0.3 0.0 0.2
O 6.307981 -1.312635 -2.081428 0.2 -0.1 -0.2
C 7.481701 -0.650566 -1.914991 -0.1 0.1 0.1
O 7.613487 0.524740 -2.001879 0.0 0.0 0.1
O 8.485482 -1.518474 -1.634278 -0.1 -0.1 -0.1
F 5.630772 -3.442150 -1.696073 0.0 0.1 0.0
H 7.719071 -3.005486 -0.405465 -0.1 0.0 0.0
H 8.566697 -3.591451 -1.854105 0.1 0.1 -0.1
H 6.702687 -2.926514 -3.298566 -0.1 -0.1 0.0
C -5.123446 -2.794020 -5.109287 -0.1 -0.1 -0.1
C -4.662775 -1.461712 -4.561242 0.1 -0.1 0.3
O -3.270553 -1.679293 -4.388303 -0.1 0.2 -0.4
C -2.886198 -2.613326 -5.291228 0.2 0.0 0.0
O -1.760140 -2.833184 -5.596137 0.0 -0.1 0.0
O -3.962520 -3.242205 -5.820856 -0.1 0.0 0.1
F -5.227039 -1.183059 -3.369949 0.0 0.1 0.0
H -5.353243 -3.490578 -4.302355 0.1 0.1 0.1
H -5.974789 -2.712180 -5.780303 0.1 0.0 -0.1
H -4.809907 -0.616750 -5.237326 0.0 0.0 0.0
C 11.459011 -3.175617 -5.061906 0.2 -0.1 0.1
C 10.583366 -1.962378 -5.285160 0.0 0.0 -0.2
O 9.288393 -2.538463 -5.362634 0.1 0.1 0.3
C 9.305143 -3.686403 -4.635672 -0.1 0.0 -0.1
O 8.335272 -4.268225 -4.275780 0.1 -0.1 -0.1
O 10.574427 -4.052336 -4.352675 0.0 0.1 -0.1
F 10.865605 -1.336159 -6.450293 -0.1 -0.1 0.0
H 11.747161 -3.636388 -6.007289 -0.1 0.1 -0.1
H 12.347315 -2.965862 -4.473032 -0.1 -0.1 0.2
H 10.601407 -1.232243 -4.474339 0.0 0.1 -0.1
C 0.059318 0.903332 -6.517323 0.2 -0.2 0.0
C -0.738212 1.620883 -5.450661 0.0 0.1 0.0
O -2.039698 1.641351 -6.014386 0.1 -0.2 0.2
C -2.141239 0.562555 -6.837632 -0.1 -0.1 0.0
O -3.165037 0.132254 -7.255315 -0.1 0.0 -0.1
O -0.923835 0.042047 -7.096299 0.0 0.2 0.0
F -0.308742 2.894547 -5.267060 -0.1 0.0 -0.1
H 0.423477 1.601018 -7.273445 0.0 0.1 0.1
H 0.890392 0.326549 -6.121322 -0.1 -0.2 0.0
H -0.772912 1.111426 -4.486623 0.0 0.1 0.1
C 1.425675 1.946517 6.269004 0.2 0.0 -0.1
C 0.008572 2.399624 6.528535 -0.1 -0.3 0.0
O -0.037732 2.467101 7.946959 0.1 0.3 -0.1
C 1.227047 2.722741 8.384271 0.0 -0.1 0.1
O 1.501997 3.083543 9.480078 0.0 -0.1 0.0
O 2.120642 2.517574 7.390778 -0.1 0.0 -0.1
F -0.901590 1.495705 6.099680 0.0 0.1 0.1
H 1.508669 0.860316 6.301267 -0.1 0.0 0.0
H 1.834654 2.306271 5.331626 0.1 0.1 0.0
H -0.237548 3.377968 6.111720 -0.1 0.0 0.0
```
Positions in Å, forces in eV/Å.

LUMO level: 1.2 eV
ΔE to the lowest compared entry with this formula, charge and spin: 0.000 eV
HOMO level: -4.25 eV
maximum force: 1.23 eV/Å
net charge: -1

This record from the OMol25 dataset describes 2 unconnected molecules or ions with the total composition C38H48Cl2NO4PSSi. The level of theory is ωB97M-V/def2-TZVPD.

Structure (XYZ):
```
96
Properties=species:S:1:pos:R:3:forces:R:3
C 3.025058 3.287596 3.125826 0.3 0.1 0.1
C 3.586770 2.378349 2.582733 -0.4 -0.3 0.1
C 4.107851 1.139023 1.995361 0.0 0.1 -0.1
C 3.476637 0.767210 0.662472 0.3 0.0 -0.1
C 4.275814 0.538383 -0.459355 0.1 -0.1 -0.1
C 5.779647 0.673407 -0.472896 0.2 0.8 -0.7
C 6.197584 2.044059 -1.078476 0.2 0.1 2.0
C 6.154986 3.225953 -0.124709 -2.4 0.5 -2.8
O 5.199109 2.950205 -1.299210 0.0 -0.1 -0.5
C 3.677525 0.200962 -1.672173 -0.1 0.0 0.4
C 2.311551 0.068876 -1.759453 0.0 -0.2 -0.4
C 1.494634 0.272600 -0.656949 0.2 -0.5 -0.5
C 2.084994 0.618162 0.548439 -0.4 -0.1 0.3
S 1.038499 0.874635 1.961748 -0.1 0.2 -0.1
C -0.384828 -0.107812 1.541245 0.6 0.2 0.0
C -1.187795 -0.571967 2.577617 0.1 -0.3 0.1
C -0.784895 -0.232606 3.991716 0.0 -0.1 -0.1
C -2.328263 -1.333901 2.268082 0.4 0.0 0.0
C -3.124262 -1.773871 3.450156 -0.6 0.5 -0.2
Cl -2.983803 -3.417488 4.021483 0.3 0.0 0.0
C -3.892045 -0.951766 4.170226 0.0 -0.3 0.0
C -4.672922 -1.267058 5.402048 0.1 0.4 0.3
Cl -4.059987 0.706633 3.668488 0.0 0.0 -0.1
C -2.649053 -1.622003 0.925059 -0.1 -0.1 -0.2
C -3.891492 -2.424198 0.527341 -0.2 0.3 0.8
C -3.827184 -3.900754 0.991794 0.7 0.2 -0.2
C -5.173568 -1.664212 0.969270 -0.3 -0.4 -0.6
C -6.431344 -2.536679 1.161933 -0.3 0.5 0.5
C -6.777287 -2.783388 2.645372 -0.1 0.0 -0.5
C -1.801957 -1.151126 -0.087889 0.2 0.2 -0.2
C -2.039547 -1.487378 -1.548895 -0.4 -0.5 0.2
C -3.116904 -0.672820 -2.305658 0.4 -0.5 -0.1
O -3.922432 0.133180 -1.452216 0.0 0.2 -0.8
Si -5.247096 0.810795 -2.227522 -0.7 0.6 0.5
C -4.743551 1.796483 -3.740628 0.5 -0.6 0.2
C -6.524550 -0.480365 -2.696393 0.1 -0.3 -0.3
C -6.007893 1.971180 -0.962628 0.5 -0.5 -0.3
C -0.681338 -0.367480 0.221553 -0.5 -0.8 -0.3
N 0.084879 0.142561 -0.872957 0.2 1.4 1.2
P -0.595391 1.659905 -1.540607 -0.2 -0.1 -1.0
O -1.777167 1.897238 -0.438895 0.3 0.3 -0.2
O 0.511711 2.792047 -1.201491 -0.2 -0.2 0.5
H 2.576889 4.058396 3.705323 0.0 0.1 -0.2
H 3.956786 0.309475 2.693205 -0.1 0.1 0.1
H 5.182587 1.271716 1.906857 0.0 -0.2 -0.1
H 6.218042 -0.080773 -1.126036 -0.1 -0.3 0.2
H 6.232302 0.622253 0.510487 0.1 -0.4 0.0
H 7.031483 2.033327 -1.775443 0.0 0.0 -0.1
H 6.503551 4.178452 -0.505584 1.1 -0.1 0.9
H 5.388649 3.281393 0.639555 0.9 -0.3 0.9
H 4.301089 0.038087 -2.541843 0.0 0.0 0.0
H 1.854777 -0.204632 -2.703336 -0.1 0.0 0.1
H -0.992965 0.822896 4.180274 0.0 0.0 0.2
H 0.283109 -0.396422 4.135261 0.0 0.1 -0.1
H -1.304474 -0.835922 4.728920 -0.1 0.1 0.0
H -4.503909 -0.473935 6.134309 0.0 0.0 0.0
H -5.743746 -1.258271 5.193885 0.0 -0.1 0.0
H -4.385546 -2.208531 5.857119 0.0 -0.1 -0.1
H -3.939247 -2.451975 -0.554600 0.0 0.1 0.0
H -2.816068 -4.121576 1.334616 0.0 -0.1 0.0
H -4.001173 -4.558684 0.140392 -0.3 -0.1 0.1
H -4.492674 -4.135244 1.814720 -0.1 -0.1 -0.1
H -5.013149 -1.057951 1.856774 0.1 -0.1 0.0
H -5.395927 -0.955799 0.173399 0.1 0.1 0.0
H -7.283136 -1.986870 0.752352 0.1 -0.1 -0.2
H -6.373715 -3.481065 0.620720 0.0 0.0 -0.1
H -6.505728 -1.902298 3.225319 0.1 -0.1 0.1
H -7.854813 -2.902977 2.769048 0.0 -0.3 0.0
H -6.270342 -3.668795 3.028407 0.0 0.1 0.3
H -2.326006 -2.539812 -1.582933 0.0 0.0 -0.1
H -1.112328 -1.426861 -2.110324 0.1 0.2 0.1
H -3.746086 -1.390075 -2.851973 -0.1 0.1 0.1
H -2.619243 -0.075177 -3.076192 -0.1 0.3 0.2
H -4.279196 1.115000 -4.459555 -0.1 0.1 -0.2
H -3.977034 2.531480 -3.486072 -0.1 0.2 0.0
H -5.600793 2.271236 -4.214341 0.0 0.1 0.0
H -7.529030 -0.200296 -2.375977 0.0 0.1 0.1
H -6.318678 -1.470615 -2.281536 0.0 0.1 0.1
H -6.569841 -0.607106 -3.781872 0.0 0.0 0.0
H -6.184835 1.409570 -0.044212 -0.1 0.2 0.1
H -5.316326 2.789258 -0.756702 -0.1 0.1 0.1
H -6.942903 2.362655 -1.362556 0.0 0.1 0.1
H -2.601712 1.988881 -0.934362 -0.2 -0.2 0.3
H 0.760342 2.864120 -0.264294 0.0 0.0 0.0
C 10.248692 -0.582507 -2.521183 0.0 0.0 0.0
C 11.546683 -0.129192 -2.331686 0.0 0.0 0.0
C 11.907903 1.141075 -2.758918 0.0 0.0 0.0
C 10.972108 1.957556 -3.378684 0.0 0.0 0.0
C 9.675930 1.501860 -3.575044 0.0 0.0 0.0
C 9.313889 0.232169 -3.145257 0.0 0.0 0.0
H 9.965609 -1.571187 -2.183180 0.0 0.0 0.0
H 12.277314 -0.766343 -1.850223 0.0 0.0 0.0
H 12.919578 1.495258 -2.608536 0.0 0.0 0.0
H 11.253108 2.949052 -3.709565 0.0 0.0 0.0
H 8.947343 2.137169 -4.063106 0.0 0.0 0.0
H 8.302184 -0.124021 -3.296744 0.0 0.0 0.0
```
Positions in Å, forces in eV/Å.

structure (SMILES): C#CCc1c(C[C@@H]2CO2)ccc2c1Sc1c(C)c(/C(Cl)=C(/C)Cl)c([C@@H](C)CCC)c(CCO[Si](C)(C)C)c1N2P(O)O.c1ccccc1
LUMO level: 0.7 eV
HOMO level: -7.67 eV
maximum force: 3.72 eV/Å
net charge: 0